Density functional theory data (the ωB97M-V functional and the def2-TZVPD basis) for 4 unconnected molecules or ions with the total composition C24H37BClF3IO14S at a distorted geometry.

Last column: Löwdin charge in e.
CARTESIAN COORDINATES (ANGSTROEM)
I (2.101742, -2.606186, -2.703818)  0.92
Cl (-1.336313, -6.224436, 2.975422)  0.42
S (-1.390313, 0.533956, -2.017415)  0.71
F (5.142003, -0.112329, -3.071988)  0.06
F (-3.672506, 6.861605, 3.355611)  0.07
F (4.060538, 6.527948, 0.967422)  0.07
O (3.540688, 4.490778, 1.765445)  0.14
O (3.699813, -1.415420, 0.090469)  -0.23
O (-4.041504, 3.780915, 1.898589)  0.07
O (-3.960316, -2.355330, 2.182325)  0.07
O (-6.158477, -1.747332, 2.085589)  -0.12
O (6.178781, 2.608588, -4.870835)  0.08
O (5.355278, 2.110757, -2.832888)  0.14
O (-0.039515, -2.071802, -0.445164)  -0.10
O (6.062526, 4.212088, -3.277545)  0.15
O (-1.022267, -2.257827, -2.516538)  -0.14
O (-5.610816, 4.259381, 0.342735)  0.17
O (3.838188, 3.284564, -0.117062)  0.07
O (-4.966227, 5.837855, 1.829374)  0.14
O (2.962274, 2.302567, 1.720520)  0.16
C (3.403347, 3.269799, 1.173836)  -0.52
C (-0.371247, -0.958444, -2.453211)  -0.65
C (1.477073, -0.259490, -0.471145)  -0.13
C (-5.132575, -3.185747, 0.106850)  -0.10
C (5.948760, 1.205250, -4.840056)  -0.06
C (-5.014820, -2.410882, 1.501339)  -0.36
C (4.413822, 5.219334, 0.925870)  -0.32
C (-3.354001, 4.587307, 2.844779)  -0.06
C (0.826720, -1.391417, -1.401102)  -0.68
C (-4.934204, 4.594853, 1.268312)  -0.53
C (3.818941, -1.372754, 1.527716)  -0.25
C (-5.373649, 0.585495, 1.866142)  -0.07
C (4.979164, 1.066200, -3.710657)  -0.33
C (-0.576249, -4.544196, 0.755923)  -0.24
C (-0.728890, -4.375609, -0.863648)  -0.10
C (-0.991699, -6.049339, 1.177614)  -0.59
C (3.075304, -0.230019, -0.444064)  -0.25
C (-4.321268, 5.703728, 3.078269)  -0.33
C (-6.453549, -0.520176, 1.354847)  -0.21
C (5.883900, 3.080031, -3.626864)  -0.53
C (5.029509, -2.396835, 1.897607)  -0.09
C (-3.690037, -3.651320, -0.479354)  -0.18
C (-2.706507, -2.402471, -0.743576)  -0.10
C (4.155261, 4.634533, -0.426492)  -0.06
B (-1.156039, -2.812669, -1.124002)  -0.91
H (1.140315, 0.799488, -0.793330)  0.10
H (-7.508179, -0.199584, 1.637846)  0.12
H (-2.410345, 4.930494, 2.411529)  0.15
H (-6.355943, -0.693610, 0.225870)  0.11
H (-3.922544, -4.142263, -1.496555)  0.12
H (3.304713, 5.100969, -0.931634)  0.15
H (5.538334, 0.853212, -5.787309)  0.14
H (1.061221, -0.379445, 0.597225)  0.14
H (5.809470, -2.273534, 1.053724)  0.08
H (3.370673, 0.674839, 0.213678)  0.09
H (-1.927858, -6.347570, 0.576091)  0.07
H (-4.666041, 0.170164, 2.658137)  0.08
H (-3.138099, 4.025940, 3.754869)  0.15
H (4.050527, -0.345198, 1.961437)  0.12
H (6.892779, 0.686569, -4.651465)  0.15
H (4.652888, -3.476948, 1.801219)  0.08
H (0.445040, -4.227552, 1.140197)  0.11
H (-5.063865, 5.500511, 3.855400)  0.17
H (3.452215, 0.047906, -1.497572)  0.09
H (2.872702, -1.834943, 1.970505)  0.13
H (5.443236, 5.102761, 1.277034)  0.18
H (3.931113, 1.188433, -3.999568)  0.18
H (5.026613, 4.693201, -1.080647)  0.12
H (0.301270, -4.649798, -1.287045)  0.06
H (-0.097125, -6.715541, 0.940752)  0.07
H (-1.475643, -5.153447, -1.243696)  0.09
H (-2.672774, -1.646964, 0.112427)  0.10
H (-3.159850, -1.840647, -1.647163)  0.09
H (-2.740448, 0.228141, -1.986432)  -0.13
H (0.231879, -0.694123, -3.400648)  0.06
H (-3.286567, -4.417796, 0.258879)  0.09
H (-1.401498, -3.870608, 1.206891)  0.10
H (-5.717060, -4.154824, 0.336180)  0.12
H (-5.969753, 1.447716, 2.345417)  0.07
H (-5.713216, -2.562502, -0.651858)  0.11
H (5.511405, -2.166351, 2.903129)  0.06
H (-4.760230, 0.937399, 0.961307)  0.08

Atomic forces in eV per Å
0.3 0.1 0.3
0.1 0.0 -0.8
-0.3 0.4 0.2
0.0 0.1 -0.1
-0.1 0.2 0.2
0.1 0.2 0.1
0.5 -0.3 -0.3
-0.1 1.4 0.4
-0.5 0.6 -0.2
-4.0 -0.6 -2.7
0.7 -0.8 -2.1
-0.2 0.3 0.6
0.0 0.6 -0.7
2.0 0.8 -1.0
-0.1 -0.8 -0.2
1.0 2.5 -1.4
0.6 0.4 0.8
-0.1 0.1 0.7
0.0 -0.5 0.3
0.3 1.0 -0.3
-0.7 -1.4 0.3
1.8 -3.1 -0.7
1.0 0.3 0.0
0.2 -0.5 0.5
0.3 -0.4 -0.9
2.9 0.4 2.2
-0.3 0.5 0.2
0.7 -0.6 0.4
-4.6 1.6 3.2
-0.6 -0.8 -1.4
0.7 -1.9 0.6
-0.7 0.3 -0.5
-0.2 -0.9 0.6
-2.0 -0.3 -0.2
0.7 -1.5 0.7
1.0 1.0 -1.4
-0.7 1.8 0.2
0.2 0.6 0.0
1.0 0.7 0.6
0.3 1.1 0.3
-0.3 0.4 -1.3
-0.8 1.2 0.3
-1.3 0.0 0.6
0.4 0.1 -1.0
0.5 0.2 -0.7
0.5 -1.7 0.2
1.4 -0.6 -0.5
-0.1 0.2 0.1
-0.3 0.3 1.6
0.5 0.5 1.6
0.0 0.1 0.2
0.0 0.2 0.0
0.7 -0.1 -1.8
-1.1 -0.1 1.5
-0.5 -1.5 -1.0
1.5 0.3 1.2
-1.1 0.3 -1.2
-0.1 -0.1 -0.2
-0.5 -1.1 -0.8
-0.2 0.0 0.2
0.6 1.6 0.5
-1.4 -0.5 -0.5
0.1 0.2 0.0
-0.4 -1.1 1.6
1.0 1.1 -0.3
-0.1 0.2 0.0
0.0 -0.1 0.1
-0.1 -0.2 0.0
-1.5 0.4 0.3
-1.5 0.6 0.4
0.9 0.8 0.4
-0.4 -1.1 -0.8
0.7 -0.9 1.3
1.3 -0.5 -0.1
-1.6 -0.4 0.9
-0.4 1.0 -1.1
1.5 -0.9 -0.4
0.5 1.6 -0.3
1.1 -1.1 -0.9
0.7 -0.8 1.1
-0.8 -0.5 -1.3
-0.9 -0.2 1.5

Output
**Charge**: -1
**Largest force on an atom**: 5.82 eV/A
**Kohn-Sham gap**: 6.8 eV
**Multiplicity**: 1
**HOMO energy**: -4.87 eV